Record 1
{
  "formula": "C4H7NO",
  "method": "ωB97M-V with the def2-TZVPD basis set",
  "elements": ["C", "C", "N", "C", "C", "O", "H", "H", "H", "H", "H", "H", "H"],
  "coordinates": [[1.5892, 1.0520, 0.1761], [0.2226, 0.8434, -0.4970], [0.2240, -0.5803, -0.7936], [-0.5580, -1.4039, -0.2348], [-1.8391, -1.1325, 0.4920], [-2.3978, -2.0000, 1.1220], [2.0467, 2.0057, -0.0902], [2.2481, 0.2489, -0.1681], [1.5137, 0.9713, 1.2642], [-0.6014, 1.1918, 0.1451], [0.1710, 1.4065, -1.4349], [-0.3176, -2.4655, -0.3250], [-2.3015, -0.1374, 0.3442]],
  "atomic_forces_ev_per_a": [[0.10, 0.10, 0.05], [-0.01, 0.07, -0.02], [-0.23, -0.29, 0.21], [0.14, 0.00, -0.22], [-0.18, -0.20, 0.19], [0.21, 0.40, -0.21], [-0.12, 0.02, 0.13], [0.00, 0.25, 0.05], [-0.01, 0.05, -0.14], [0.20, -0.12, -0.12], [0.06, -0.21, 0.07], [-0.22, 0.02, -0.14], [0.06, -0.09, 0.15]],
  "mulliken_charge": [-1.114, -0.195, -0.431, -0.022, -0.001, -0.445, 0.319, 0.318, 0.301, 0.233, 0.304, 0.379, 0.354],
  "smiles": "CC/N=C\\C=O",
  "de_lowest_ev": 2.047,
  "energy_ev": -7797.5970,
  "molar_mass_da": 85.11,
  "total_charge": 0,
  "homo_energy_ev": -9.557,
  "homo_lumo_gap_ev": 9.38
}

Record 2
{
  "formula": "C48H30Br2MnN6O4S2",
  "method": "ωB97M-V with the def2-TZVPD basis set",
  "elements": ["Mn", "O", "C", "O", "C", "C", "C", "N", "C", "C", "C", "C", "C", "C", "C", "N", "C", "C", "C", "C", "C", "N", "H", "H", "H", "H", "H", "H", "H", "H", "H", "H", "S", "C", "C", "C", "C", "C", "C", "N", "C", "C", "C", "C", "C", "C", "C", "C", "N", "C", "C", "C", "C", "C", "S", "C", "H", "H", "H", "H", "H", "H", "H", "H", "H", "H", "H", "H", "Br", "C", "C", "C", "C", "C", "N", "H", "H", "H", "H", "Br", "C", "C", "C", "C", "C", "C", "C", "O", "O", "H", "H", "H", "H"],
  "coordinates": [[0.4377, 0.0821, 0.5861], [6.9401, 0.8607, 2.3784], [6.5387, 1.2595, 1.2718], [7.1410, 1.6205, 0.2489], [4.9957, 1.2241, 1.1176], [4.1934, 0.7886, 2.1638], [2.8291, 0.7181, 1.9758], [2.2367, 1.0566, 0.8140], [2.9979, 1.5474, -0.1776], [4.3772, 1.6265, -0.0546], [2.3099, 2.0175, -1.4076], [2.8643, 1.7981, -2.6614], [2.1721, 2.2315, -3.7775], [0.9637, 2.8864, -3.6067], [0.5026, 3.0761, -2.3137], [1.1486, 2.6515, -1.2328], [1.8924, 0.2520, 3.0217], [2.2427, 0.1087, 4.3582], [1.2699, -0.2607, 5.2682], [-0.0295, -0.4750, 4.8306], [-0.2963, -0.3327, 3.4844], [0.6400, 0.0141, 2.6002], [4.6962, 0.5009, 3.0778], [5.0126, 2.0164, -0.8397], [3.7929, 1.2550, -2.7645], [2.5625, 2.0413, -4.7680], [0.3862, 3.2379, -4.4505], [-0.4343, 3.5988, -2.1359], [3.2558, 0.3014, 4.6790], [1.5230, -0.3711, 6.3144], [-0.8192, -0.7557, 5.5126], [-1.2860, -0.5116, 3.0841], [-2.7578, 6.1693, 2.0027], [-1.7031, 7.4960, 1.7959], [-0.5175, 7.1175, 1.2464], [-0.4615, 5.7237, 0.9862], [-1.6095, 5.0711, 1.3431], [-1.9034, 3.6408, 1.2051], [-0.8298, 2.7405, 1.0339], [-1.0010, 1.4476, 0.8584], [-2.2628, 0.9568, 0.8765], [-3.3937, 1.7532, 1.0445], [-4.6862, 1.1240, 0.9821], [-4.8107, -0.1981, 0.7216], [-3.6530, -1.0217, 0.5063], [-3.6933, -2.3523, 0.0645], [-2.5226, -3.0136, -0.2385], [-1.3016, -2.3391, -0.0183], [-1.2384, -1.0995, 0.4069], [-2.3956, -0.4379, 0.6289], [-2.4968, -4.3547, -0.8276], [-1.4400, -4.9848, -1.4276], [-1.7762, -6.2683, -1.9299], [-3.0799, -6.5874, -1.7065], [-3.9061, -5.3381, -0.8881], [-3.1854, 3.1316, 1.2106], [-2.0106, 8.4849, 2.0939], [0.2870, 7.8049, 1.0319], [0.3884, 5.2348, 0.5303], [0.1946, 3.0813, 1.0138], [-5.5659, 1.7408, 1.1174], [-5.7908, -0.6493, 0.6327], [-4.6569, -2.8186, -0.1078], [-0.3542, -2.8078, -0.2451], [-0.4571, -4.5466, -1.5300], [-1.0820, -6.9197, -2.4394], [-3.5988, -7.4916, -1.9795], [-4.0429, 3.7867, 1.3144], [0.6745, -3.4853, 2.6674], [1.9228, -3.2766, 1.2426], [2.6165, -4.4033, 0.8326], [3.5485, -4.2397, -0.1774], [3.7383, -2.9797, -0.7191], [2.9737, -1.9313, -0.2438], [2.0609, -2.0679, 0.7323], [2.4352, -5.3590, 1.3007], [4.1225, -5.0870, -0.5294], [4.4579, -2.7997, -1.5044], [3.0705, -0.9455, -0.6699], [-5.4933, -1.4292, -3.2620], [-3.6217, -1.1238, -3.1853], [-3.1576, 0.0653, -2.6450], [-1.7931, 0.2267, -2.4624], [-0.9018, -0.7684, -2.8436], [-1.3864, -1.9116, -3.4659], [-2.7514, -2.1094, -3.6183], [0.5724, -0.6674, -2.5186], [1.3999, -0.9058, -3.3840], [0.8535, -0.4022, -1.2902], [-3.8553, 0.8306, -2.3295], [-1.4103, 1.1227, -1.9874], [-0.6859, -2.6673, -3.7994], [-3.1329, -3.0264, -4.0472]],
  "atomic_forces_ev_per_a": [[0.22, -0.85, -0.11], [-0.05, 0.13, 0.04], [0.15, -0.36, -0.11], [-0.05, 0.13, 0.05], [-0.11, 0.11, 0.05], [0.06, 0.02, -0.05], [0.00, -0.02, 0.06], [-0.06, -0.01, -0.10], [0.05, 0.01, 0.09], [0.09, 0.07, 0.05], [-0.03, -0.02, -0.01], [0.00, 0.00, -0.05], [0.03, 0.02, -0.01], [0.01, 0.00, 0.03], [-0.01, 0.03, -0.01], [0.03, 0.05, 0.02], [0.01, 0.00, -0.02], [-0.03, 0.00, 0.01], [0.01, -0.01, 0.01], [-0.01, 0.01, -0.01], [0.05, 0.03, 0.02], [-0.01, 0.13, 0.13], [-0.03, -0.02, 0.01], [-0.05, -0.01, -0.04], [0.00, 0.00, 0.03], [0.00, -0.01, 0.00], [0.00, 0.00, 0.00], [0.00, -0.01, 0.00], [0.00, 0.00, -0.02], [-0.01, 0.00, 0.00], [0.00, 0.00, 0.00], [-0.01, -0.01, 0.02], [-0.03, 0.02, 0.04], [0.02, 0.01, -0.01], [-0.01, -0.01, 0.01], [0.00, 0.03, -0.02], [0.03, -0.06, -0.01], [0.03, 0.04, 0.00], [-0.03, 0.01, 0.08], [-0.13, 0.25, -0.06], [-0.07, -0.04, 0.00], [0.01, 0.05, 0.04], [0.00, -0.02, -0.02], [0.00, 0.06, -0.01], [0.02, -0.05, -0.04], [-0.08, 0.07, -0.01], [0.09, -0.07, -0.02], [-0.12, 0.05, -0.08], [0.04, -0.03, 0.10], [0.09, 0.07, -0.03], [0.06, 0.03, 0.03], [-0.03, -0.03, 0.01], [0.01, 0.02, 0.00], [0.00, -0.01, -0.01], [-0.03, -0.03, 0.01], [-0.05, -0.05, -0.04], [-0.01, 0.00, 0.00], [0.00, 0.00, 0.00], [0.00, -0.02, -0.01], [0.00, 0.03, 0.00], [0.00, 0.00, 0.01], [0.00, -0.01, 0.01], [0.02, -0.03, 0.01], [0.01, -0.04, 0.05], [0.00, 0.00, 0.00], [0.01, 0.00, 0.00], [0.00, 0.00, 0.00], [0.02, 0.02, 0.00], [-0.01, -0.02, -0.02], [-0.03, 0.04, 0.08], [0.01, 0.03, 0.03], [0.02, -0.02, -0.02], [0.00, 0.03, 0.01], [0.04, -0.04, 0.06], [-0.08, 0.04, -0.22], [-0.01, 0.00, 0.00], [0.00, 0.00, 0.00], [0.00, 0.00, 0.00], [-0.01, 0.00, -0.02], [-0.02, 0.00, -0.02], [0.00, 0.01, 0.00], [0.01, -0.02, 0.04], [0.00, 0.00, 0.09], [0.02, 0.08, 0.01], [0.03, -0.03, -0.01], [-0.02, 0.01, -0.02], [-0.08, -0.13, 0.20], [0.05, -0.12, -0.07], [0.00, 0.45, -0.18], [0.00, 0.00, -0.01], [-0.02, 0.00, -0.01], [0.00, 0.01, 0.00], [-0.01, 0.00, 0.00]],
  "mulliken_charge": [0.263, -0.730, 0.455, -0.723, -0.927, -1.033, 0.865, 1.415, 0.227, -0.697, 0.295, -0.951, -0.816, -0.879, -0.229, 0.193, 0.666, -0.908, -0.762, -0.923, -0.333, 0.986, 0.649, 0.734, 0.447, 0.397, 0.433, 0.470, 0.526, 0.446, 0.483, 0.315, -0.181, -0.403, -0.683, -0.367, 0.167, 0.717, -0.977, 1.166, -0.542, 0.960, -1.323, -0.880, 0.340, -1.172, 0.795, -1.289, 1.363, -0.163, 0.452, -0.283, -0.849, -0.360, -0.183, -1.195, 0.449, 0.394, 0.462, 0.507, 0.465, 0.467, 0.436, 0.252, 0.620, 0.412, 0.466, 0.468, -0.101, 0.290, -0.810, -0.377, -1.177, -0.177, 0.461, 0.503, 0.424, 0.539, 0.307, -0.164, -0.350, -0.487, 0.490, 0.168, -0.565, -0.512, -0.821, -0.735, 0.483, 0.548, 0.212, 0.549, 0.443],
  "spin_multiplicity": 2,
  "s2": 0.8123,
  "de_lowest_ev": 0.390,
  "energy_ev": -260472.9377,
  "molar_mass_da": 1033.69,
  "total_charge": 0,
  "homo_energy_ev": [-7.599, -7.599],
  "homo_lumo_gap_ev": [6.34, 6.34]
}

Record 3
{
  "formula": "C26H33BrGeMnN2OS3",
  "method": "ωB97M-V with the def2-TZVPD basis set",
  "elements": ["Mn", "C", "C", "S", "O", "C", "C", "H", "H", "H", "H", "H", "H", "H", "H", "H", "H", "C", "C", "C", "C", "C", "C", "Ge", "C", "C", "C", "C", "C", "C", "C", "C", "C", "C", "C", "C", "H", "H", "H", "H", "H", "H", "H", "H", "H", "H", "H", "H", "H", "H", "H", "Br", "C", "N", "C", "S", "N", "C", "H", "H", "H", "H", "H", "H", "H", "H", "S", "C"],
  "coordinates": [[0.7593, 1.2687, 1.2432], [-3.6078, 2.9769, 2.3941], [-2.8155, 2.6522, 3.7680], [-1.0598, 2.5161, 3.4880], [-0.9504, 1.2095, 2.6383], [-0.5336, 1.8273, 5.0862], [0.8842, 1.3936, 5.0355], [-4.6345, 3.3147, 2.6889], [-3.7573, 2.0212, 1.7759], [-3.0608, 3.5832, 1.7250], [-3.2263, 1.7098, 4.1356], [-2.9642, 3.4115, 4.4892], [-1.2374, 1.0551, 5.3530], [-0.5882, 2.6719, 5.8580], [1.4948, 2.2725, 5.1201], [1.1614, 0.8991, 4.0902], [1.0730, 0.6999, 5.9111], [-3.4912, -1.7473, -1.6540], [-2.4779, -2.5314, -2.1229], [-1.1545, -2.0290, -2.0779], [-0.9201, -0.7038, -1.5383], [-2.0393, 0.0174, -1.0998], [-3.2929, -0.4888, -1.1777], [0.9067, 0.2977, -1.2651], [2.1727, -1.0671, -1.9482], [3.2024, -1.5626, -1.1327], [4.0946, -2.6187, -1.5323], [3.9749, -3.0676, -2.8324], [2.9565, -2.5799, -3.6418], [2.1847, -1.5219, -3.2788], [0.9765, 1.5932, -2.7171], [-0.0476, 1.7672, -3.6154], [-0.0232, 2.6428, -4.6378], [1.1421, 3.4325, -4.7681], [2.2298, 3.3493, -3.8201], [2.1671, 2.4180, -2.8484], [-4.5197, -2.1342, -1.7031], [-2.5949, -3.5731, -2.4045], [-0.2430, -2.5960, -2.3545], [-1.9526, 0.9732, -0.5946], [-4.1646, 0.0677, -0.7928], [3.3181, -1.0550, -0.0840], [4.9125, -2.9340, -0.8630], [4.6561, -3.8155, -3.1254], [2.8571, -2.9915, -4.6314], [1.4792, -1.0753, -3.9645], [-0.9784, 1.1360, -3.4493], [-0.7014, 2.6817, -5.4620], [1.0915, 4.1751, -5.5263], [3.1074, 3.8976, -4.0389], [2.9488, 2.1319, -2.1394], [2.2879, 3.1272, 1.9908], [-1.5941, -2.1786, 2.0995], [-0.3195, -1.6329, 2.5131], [0.8726, -1.7553, 1.9485], [2.0560, -0.6282, 2.3455], [1.1779, -2.6752, 1.0488], [0.5918, -3.9944, 0.8264], [-2.3073, -1.6050, 2.6659], [-1.7078, -3.2256, 2.3960], [-1.7073, -2.0960, 1.0209], [-0.4160, -0.7475, 2.9577], [2.0555, -2.4704, 0.5824], [0.6248, -4.5410, 1.7913], [1.1916, -4.5022, 0.1130], [-0.3825, -3.9640, 0.4262], [-0.6293, 4.0211, -0.8331], [-0.5086, 2.8965, 0.1495]],
  "atomic_forces_ev_per_a": [[0.34, 0.20, -0.43], [-0.65, -2.68, 1.37], [-1.12, -0.63, -2.41], [0.09, -1.76, -0.18], [0.10, 0.92, 0.12], [-0.74, 2.30, 1.18], [0.84, -1.21, 0.43], [1.06, 0.13, -0.53], [0.28, 1.07, 1.19], [0.37, 1.32, -0.38], [0.34, -0.02, 0.19], [-0.16, 0.95, 0.74], [-0.33, -0.29, -0.08], [-0.38, -1.04, -0.98], [0.61, 0.23, 0.10], [-0.18, 0.00, 0.66], [-0.02, 0.75, -1.05], [-2.20, -1.19, -0.65], [2.61, -0.41, 0.14], [0.36, 1.72, 0.96], [0.46, -0.65, -0.57], [1.21, 0.37, 0.33], [-1.64, 0.52, 0.64], [-1.05, -0.99, 0.29], [1.51, -0.02, 0.18], [0.50, 0.06, 1.82], [-0.61, 2.04, 0.48], [-0.60, 0.03, 1.31], [1.12, -0.40, -1.03], [-1.43, 0.40, 1.09], [1.46, 1.26, -0.23], [-2.47, -2.56, 1.75], [2.82, 2.00, -1.44], [-0.40, -0.52, 1.72], [-1.76, 0.17, -2.53], [-1.75, -2.67, 1.51], [0.46, 0.10, 0.12], [-0.38, 0.18, -0.21], [-0.91, 0.12, -0.05], [0.38, 0.14, -0.20], [0.55, -0.18, -0.27], [-0.11, -1.20, -1.90], [-0.55, 0.11, -0.44], [0.49, -0.88, -0.76], [0.03, -0.01, -0.34], [-0.12, -0.12, -0.25], [1.18, 0.69, -0.40], [-0.82, 0.03, 0.02], [0.59, 0.50, -0.65], [0.75, 0.70, 0.12], [0.18, 0.71, -0.34], [-0.19, -0.10, 0.01], [0.39, -0.71, -0.07], [-0.31, -0.48, 0.14], [-0.14, -0.19, -0.46], [0.88, 0.76, 0.22], [0.10, -0.54, -0.51], [0.69, 0.36, 1.65], [-0.60, 0.16, -0.25], [0.06, 0.08, -0.06], [-0.38, 0.17, -0.09], [0.03, 0.57, 0.64], [-0.13, -0.28, 0.08], [-0.22, 0.04, -0.63], [0.70, -0.43, -0.53], [-1.28, 0.16, -0.29], [-0.05, 0.73, -0.84], [0.15, -0.59, 0.82]],
  "mulliken_charge": [0.425, -0.896, -0.708, 0.494, -0.280, -0.590, -0.832, 0.355, 0.153, 0.282, 0.319, 0.583, 0.384, 0.490, 0.392, -0.049, 0.299, -0.387, -0.620, -0.281, 0.085, 0.053, -0.728, 1.068, 0.271, -0.717, -0.375, -0.541, -0.562, -0.443, -0.520, 0.866, -0.746, -0.435, -0.874, -0.148, 0.301, 0.386, 0.364, -0.048, 0.361, 0.236, 0.395, 0.441, 0.393, 0.444, -0.002, 0.423, 0.388, 0.434, 0.389, -0.663, -0.858, -0.033, 0.611, -0.518, 0.131, -1.138, 0.313, 0.332, 0.165, 0.084, 0.009, 0.306, 0.393, 0.352, -0.049, -0.125],
  "spin_multiplicity": 6,
  "s2": 8.7674,
  "de_lowest_ev": 1.311,
  "energy_ev": -222907.8932,
  "molar_mass_da": 693.22,
  "total_charge": 0,
  "homo_energy_ev": [-6.673, -7.270],
  "homo_lumo_gap_ev": [6.44, 6.93]
}

Record 4
{
  "formula": "I2O3",
  "method": "ωB97M-V with the def2-TZVPD basis set",
  "elements": ["I", "O", "O", "O", "I"],
  "coordinates": [[2.7466, -0.3465, -0.5706], [1.0819, -0.4981, 0.3808], [0.0289, 0.7222, 0.1608], [-1.1737, 0.5229, 0.6138], [-2.6836, -0.4005, -0.5848]],
  "atomic_forces_ev_per_a": [[0.15, 0.49, -0.45], [-2.31, -0.14, 1.01], [1.11, 0.36, -1.21], [0.10, -1.04, 0.41], [0.95, 0.32, 0.23]],
  "mulliken_charge": [0.314, -0.369, 0.073, -0.278, 0.260],
  "smiles": "IOOOI",
  "de_lowest_ev": 0.419,
  "energy_ev": -22335.9687,
  "molar_mass_da": 301.81,
  "total_charge": 0,
  "homo_energy_ev": [-9.544, -9.543],
  "homo_lumo_gap_ev": [7.56, 7.56]
}

Record 5
{
  "formula": "C5H5BF6O3",
  "method": "ωB97M-V with the def2-TZVPD basis set",
  "elements": ["O", "C", "O", "C", "C", "F", "O", "H", "H", "H", "B", "C", "F", "F", "C", "F", "F", "F", "H", "H"],
  "coordinates": [[-1.4620, -3.8927, -2.5785], [-1.1010, -3.2654, -1.6316], [-1.8539, -2.3133, -1.0123], [-1.1279, -1.9020, 0.1398], [0.2783, -2.2601, -0.2261], [0.9952, -2.6063, 0.8713], [0.1187, -3.4055, -1.0391], [-1.4887, -2.4528, 1.0127], [-1.2524, -0.8345, 0.3228], [0.8087, -1.4850, -0.7847], [0.2108, 3.5582, 1.4182], [0.0277, 2.1448, 0.6291], [-1.0947, 2.0988, -0.2287], [-0.1408, 1.1126, 1.5774], [1.3736, 1.9086, -0.2456], [2.3557, 2.8445, 0.0486], [0.9869, 2.1028, -1.5843], [1.7611, 0.5907, -0.0373], [0.8354, 3.5253, 2.4252], [-0.2309, 4.5312, 0.9232]],
  "atomic_forces_ev_per_a": [[0.21, 0.36, 0.65], [-0.67, -0.74, -1.02], [0.47, -0.33, -0.20], [-0.56, 0.67, 0.42], [0.45, -0.34, 0.41], [0.19, 0.06, -0.02], [-0.36, 0.56, -0.17], [0.25, -0.07, -0.03], [-0.11, -0.10, -0.19], [0.10, -0.11, 0.13], [-0.08, -0.65, -0.41], [-0.27, 0.32, 0.38], [1.80, -0.17, 1.33], [0.31, 1.02, -1.55], [-1.80, -0.62, -1.04], [-1.57, -2.12, -0.37], [1.54, -0.62, 2.50], [0.24, 2.74, -0.77], [-0.11, 0.02, -0.06], [-0.03, 0.12, 0.02]],
  "mulliken_charge": [-0.502, 0.594, -0.330, -0.237, 0.464, -0.298, -0.332, 0.278, 0.086, 0.257, 0.091, 0.498, -0.280, -0.278, 0.653, -0.243, -0.239, -0.191, 0.004, 0.003],
  "smiles": "O=C1OC[C@@H](F)O1.BC(F)(F)C(F)(F)F",
  "energy_ev": -28388.3876,
  "molar_mass_da": 237.89,
  "total_charge": 0,
  "homo_energy_ev": -11.307,
  "homo_lumo_gap_ev": 10.11
}

Record 6
{
  "formula": "C2H2FIO",
  "method": "ωB97M-V with the def2-TZVPD basis set",
  "elements": ["C", "C", "O", "F", "I", "H", "H"],
  "coordinates": [[-1.8857, -0.9904, -0.3165], [-2.5179, 0.1464, -0.2495], [-1.5211, -2.0960, -0.3232], [-2.0067, 1.3818, -0.3295], [-4.6295, -0.0070, -0.1595], [0.6597, 0.3884, 0.0291], [0.0965, -0.1061, -0.2165]],
  "atomic_forces_ev_per_a": [[-0.15, -0.90, 0.10], [-1.34, 0.64, -0.03], [0.20, 0.27, -0.07], [0.14, -0.19, 0.01], [0.82, 0.09, -0.02], [-1.09, -0.93, -0.47], [1.42, 1.03, 0.48]],
  "mulliken_charge": [0.473, 0.012, -0.325, -0.201, 0.095, 0.185, -0.239],
  "de_lowest_ev": 2.201,
  "energy_ev": -14968.7860,
  "molar_mass_da": 187.94,
  "total_charge": 0,
  "homo_energy_ev": -9.024,
  "homo_lumo_gap_ev": 8.06
}

> Which formula does entry 1 have?

C4H7NO